# 1
Formula: C22H27FN4OS
Source: the Open Molecules 2025 dataset
Level of theory: wB97M-V/def2-TZVPD

Results
Structure (SMILES): CN(CCNC(=O)c1cc2c(-c3ccccc3F)nn(C)c2s1)C1CCCCC1
Gap between HOMO and LUMO: 0.31654 Eh
HOMO energy: -8.10 eV
Spin multiplicity: 1

Geometry (Å):
C: 1.76 3.68 0.61
N: 2.07 2.26 0.56
C: 3.26 1.99 -0.21
C: 2.97 2.07 -1.71
N: 1.78 1.33 -2.04
C: 0.61 1.98 -2.29
O: 0.54 3.16 -2.56
C: -0.59 1.13 -2.29
C: -0.79 -0.14 -1.84
C: -2.14 -0.56 -2.01
C: -3.07 -1.60 -1.81
C: -2.93 -2.92 -1.21
C: -4.08 -3.60 -0.78
C: -4.00 -4.85 -0.20
C: -2.78 -5.47 -0.05
C: -1.62 -4.84 -0.48
C: -1.72 -3.58 -1.05
F: -0.56 -3.01 -1.48
N: -4.27 -1.22 -2.24
N: -4.16 0.02 -2.73
C: -5.29 0.71 -3.28
C: -2.90 0.46 -2.60
S: -2.03 1.90 -2.95
C: 1.97 1.58 1.85
C: 1.66 0.09 1.65
C: 1.39 -0.57 3.00
C: 2.59 -0.40 3.93
C: 2.92 1.08 4.12
C: 3.19 1.75 2.77
H: 2.57 4.28 1.05
H: 0.86 3.83 1.20
H: 1.56 4.03 -0.40
H: 3.60 0.98 0.02
H: 4.09 2.69 0.03
H: 3.82 1.67 -2.27
H: 2.80 3.10 -2.03
H: 1.74 0.38 -1.71
H: -0.03 -0.75 -1.39
H: -5.03 -3.10 -0.91
H: -4.90 -5.34 0.12
H: -2.71 -6.45 0.40
H: -0.65 -5.30 -0.38
H: -5.49 1.63 -2.73
H: -6.15 0.05 -3.20
H: -5.11 0.95 -4.33
H: 1.10 2.02 2.35
H: 2.51 -0.41 1.17
H: 0.79 0.00 1.00
H: 1.18 -1.63 2.85
H: 0.51 -0.12 3.46
H: 2.38 -0.86 4.89
H: 3.46 -0.91 3.50
H: 3.79 1.19 4.77
H: 2.07 1.57 4.61
H: 4.07 1.29 2.32
H: 3.39 2.81 2.92



# 2
Formula: C22H27FeO2
Source: the Open Molecules 2025 dataset
Level of theory: wB97M-V/def2-TZVPD

Results
Gap between HOMO and LUMO (spin up / spin down): 0.21556 / 0.26989 Eh
HOMO energy (spin up / spin down): -6.20 / -8.01 eV
Spin multiplicity: 6

Geometry (Å):
C: 0.16 -0.30 2.50
C: 1.37 0.36 2.10
C: 1.04 1.72 1.80
H: 2.37 -0.06 2.11
C: -0.37 1.90 2.01
C: -0.92 0.64 2.42
H: -1.95 0.45 2.70
H: 0.08 -1.30 2.90
H: 1.76 2.49 1.53
H: -0.90 2.84 1.96
C: 0.85 -0.85 -2.17
C: 1.68 -1.57 -1.33
C: 0.85 -2.33 -0.33
H: 2.75 -1.73 -1.41
C: -0.53 -1.69 -0.50
C: -0.51 -0.96 -1.72
H: -1.38 -0.58 -2.25
H: 1.16 -0.30 -3.06
H: 0.76 -3.39 -0.66
H: -1.40 -2.10 0.01
Fe: -0.10 0.35 0.26
O: -0.70 1.72 -0.83
C: -0.25 3.04 -1.01
C: -1.52 3.73 -0.70
H: 0.53 3.34 -0.30
H: 0.00 3.23 -2.06
H: -1.79 3.88 0.35
H: -3.69 5.15 -0.25
C: -3.60 4.85 -1.30
C: -2.50 3.99 -1.64
C: -2.46 3.46 -2.98
H: -1.72 2.69 -3.20
C: -3.34 3.94 -3.94
H: -3.26 3.58 -4.97
C: -4.32 4.89 -3.61
H: -4.97 5.29 -4.38
C: -4.46 5.32 -2.27
H: -5.25 6.04 -2.01
C: 3.03 -3.96 0.48
C: 2.02 -3.45 1.49
C: 1.01 -4.54 1.84
C: 2.76 -2.99 2.74
O: 1.32 -2.28 1.01
H: 3.66 -4.72 0.95
H: 3.67 -3.14 0.14
H: 2.53 -4.42 -0.39
H: 1.52 -5.39 2.31
H: 0.27 -4.15 2.56
H: 0.49 -4.89 0.94
H: 3.48 -2.21 2.49
H: 2.06 -2.61 3.50
H: 3.31 -3.84 3.18



# 3
Formula: C22H27GeN5O7Se4V
Source: the Open Molecules 2025 dataset
Level of theory: wB97M-V/def2-TZVPD

Results
Gap between HOMO and LUMO (spin up / spin down): 0.25240 / 0.21954 Eh
HOMO energy (spin up / spin down): -5.73 / -5.91 eV
Spin multiplicity: 3
Net charge: -1

Geometry (Å):
V: 0.00 2.03 0.33
Se: 1.69 4.47 -0.55
Se: 0.23 5.70 -1.66
Se: -1.93 5.05 -0.86
Se: -1.44 3.88 1.03
O: 2.70 -2.00 3.91
C: 2.36 -1.13 3.17
C: 2.29 -1.21 1.63
O: 2.89 -2.01 0.95
C: 1.42 -0.08 1.26
C: 1.21 0.74 2.33
O: 0.48 1.83 2.09
C: 1.84 0.27 3.57
O: 1.98 0.81 4.64
O: 0.91 0.25 0.11
C: -4.23 -3.59 1.53
C: -3.13 -2.56 1.28
C: -3.26 -1.35 2.19
C: -2.15 -0.30 2.03
Ge: -1.94 0.49 0.24
C: -3.60 1.36 -0.32
C: -4.74 0.44 -0.79
C: -4.45 -0.31 -2.09
C: -5.59 -1.25 -2.48
H: -4.13 -4.45 0.87
H: -5.21 -3.15 1.37
H: -4.19 -3.95 2.56
H: -3.16 -2.24 0.23
H: -2.14 -3.02 1.42
H: -3.27 -1.69 3.23
H: -4.23 -0.88 2.01
H: -1.19 -0.73 2.32
H: -2.33 0.54 2.71
H: -1.60 -0.60 -0.79
H: -3.34 2.06 -1.13
H: -3.92 1.98 0.52
H: -5.65 1.04 -0.93
H: -4.99 -0.29 -0.01
H: -3.53 -0.88 -1.98
H: -4.28 0.42 -2.88
H: -5.77 -1.99 -1.70
H: -5.37 -1.78 -3.40
H: -6.52 -0.69 -2.63
N: -1.67 1.18 -5.83
C: -1.23 1.73 -4.92
N: -0.70 2.44 -3.94
C: -0.54 2.23 -2.72
N: -0.34 2.16 -1.56
O: 4.77 -3.02 -2.90
C: 5.51 -2.75 -1.72
N: 5.08 -1.55 -1.05
C: 5.88 -0.47 -0.87
O: 7.03 -0.37 -1.27
C: 5.23 0.65 -0.09
C: 5.96 1.32 0.88
C: 5.34 2.34 1.58
C: 4.02 2.66 1.27
N: 3.33 2.04 0.31
C: 3.93 1.05 -0.35
H: 3.83 -3.02 -2.67
H: 6.54 -2.59 -2.03
H: 5.45 -3.59 -1.03
H: 4.21 -1.58 -0.53
H: 6.98 1.03 1.08
H: 5.85 2.88 2.37
H: 3.50 3.44 1.81
H: 3.33 0.56 -1.11



# 4
Formula: C22H27N2O
Source: the Open Molecules 2025 dataset
Level of theory: wB97M-V/def2-TZVPD

Results
Structure (SMILES): Cc1ccc([C@H](c2c(C)[nH]c3ccccc23)[N+]2(C)CCOCC2)cc1
Gap between HOMO and LUMO: 0.30151 Eh
HOMO energy: -10.86 eV
Spin multiplicity: 1
Net charge: +1

Geometry (Å):
C: -4.82 -0.25 -2.80
C: -3.39 -0.42 -2.41
C: -3.02 -1.40 -1.48
C: -1.69 -1.48 -1.02
C: -0.71 -0.57 -1.47
C: 0.68 -0.31 -0.81
C: 0.94 -1.35 0.26
C: 2.07 -2.12 0.52
C: 3.22 -2.46 -0.34
N: 1.96 -2.62 1.79
C: 0.79 -2.18 2.39
C: 0.30 -2.38 3.68
C: -0.91 -1.76 4.01
C: -1.59 -0.94 3.08
C: -1.06 -0.71 1.80
C: 0.12 -1.37 1.45
N: 1.30 1.29 -0.45
C: 2.54 1.60 -1.31
C: 0.23 2.34 -0.82
C: 0.14 3.55 0.11
O: 0.24 3.16 1.47
C: 1.55 2.66 1.74
C: 1.80 1.34 1.02
C: -1.06 0.26 -2.55
C: -2.39 0.38 -2.98
H: -4.92 0.59 -3.50
H: -5.19 -1.15 -3.30
H: -5.47 -0.07 -1.95
H: -3.78 -2.06 -1.08
H: -1.45 -2.29 -0.33
H: 1.42 -0.33 -1.61
H: 2.94 -2.36 -1.40
H: 4.07 -1.78 -0.14
H: 3.57 -3.48 -0.15
H: 2.64 -3.24 2.21
H: 0.86 -3.02 4.36
H: -1.35 -1.91 5.00
H: -2.54 -0.48 3.36
H: -1.57 -0.07 1.08
H: 3.38 1.89 -0.67
H: 2.85 0.75 -1.93
H: 2.32 2.45 -1.98
H: 0.49 2.71 -1.82
H: -0.74 1.85 -0.90
H: 0.92 4.30 -0.18
H: -0.87 3.98 0.02
H: 2.36 3.38 1.45
H: 1.55 2.48 2.83
H: 1.34 0.53 1.58
H: 2.88 1.13 0.99
H: -0.29 0.84 -3.07
H: -2.66 1.12 -3.73



# 5
Formula: C22H27N2O3
Source: the Open Molecules 2025 dataset
Level of theory: wB97M-V/def2-TZVPD

Results
Gap between HOMO and LUMO: 0.29053 Eh
HOMO energy: -11.00 eV
Spin multiplicity: 1
Net charge: +1

Geometry (Å):
O: -0.72 -1.95 -1.59
C: -0.19 -2.24 -0.57
C: 1.21 -2.01 -0.20
C: 1.95 -1.38 -0.93
C: 3.31 -1.27 -0.79
C: 3.98 -1.91 0.34
C: 5.28 -1.67 0.66
C: 5.96 -0.49 -0.32
C: 5.20 0.25 -1.22
C: 3.96 -0.11 -1.36
H: 3.30 0.71 -2.05
H: 5.63 1.12 -1.78
H: 7.05 -0.47 -0.15
H: 5.96 -2.03 1.25
H: 3.56 -2.66 0.70
H: 1.39 -0.86 -1.63
H: 1.41 -2.81 0.76
N: -1.25 -2.81 0.48
C: -1.08 -2.17 1.69
H: -0.20 -1.91 2.13
H: -1.51 -3.09 2.34
C: -2.29 -0.99 2.07
N: -2.59 -0.53 0.62
C: -3.30 0.73 0.70
H: -4.27 0.76 0.62
H: -2.61 1.38 1.19
C: -3.22 1.11 -0.89
O: -4.21 0.82 -1.66
H: -4.48 1.09 -2.35
C: -1.82 1.08 -1.51
O: -0.78 1.08 -0.72
C: -0.16 2.05 -0.29
C: 1.07 1.84 0.56
C: 1.76 2.70 1.06
C: 1.32 4.07 0.94
C: 0.23 4.61 0.28
C: -0.53 3.39 -0.48
H: -1.47 3.64 -0.57
H: -0.17 5.47 0.15
H: 1.82 5.07 1.46
H: 2.77 2.53 1.78
H: 1.23 0.84 0.87
H: -1.96 0.15 -2.13
H: -1.71 1.81 -2.25
H: -3.57 2.42 -0.83
C: -3.22 -1.77 -0.10
H: -3.51 -1.52 -1.07
H: -4.19 -1.96 0.49
C: -2.53 -2.93 -0.15
H: -2.64 -3.40 -0.99
H: -2.98 -3.69 0.59
H: -1.69 -0.47 -0.04
H: -1.50 -0.19 2.33
H: -3.00 -1.46 2.57



# 6
Formula: C22H27N5O2
Source: the Open Molecules 2025 dataset
Level of theory: wB97M-V/def2-TZVPD

Results
Structure (SMILES): CN1CCN(c2nc3ccccc3nc2[C@H](C#N)C(=O)OC2CCCCC2)CC1
Gap between HOMO and LUMO: 0.29831 Eh
HOMO energy: -8.28 eV
Spin multiplicity: 1

Geometry (Å):
C: 6.38 1.72 0.63
N: 5.42 0.76 0.14
C: 4.70 0.11 1.23
C: 3.79 -0.98 0.68
N: 2.84 -0.38 -0.24
C: 1.63 -1.00 -0.39
N: 1.49 -2.17 0.19
C: 0.33 -2.85 0.04
C: 0.16 -4.11 0.63
C: -0.99 -4.81 0.40
C: -2.01 -4.29 -0.41
C: -1.88 -3.06 -0.98
C: -0.72 -2.31 -0.76
N: -0.61 -1.04 -1.21
C: 0.50 -0.38 -1.03
C: 0.41 1.09 -1.39
C: 1.04 1.92 -0.40
N: 1.52 2.60 0.39
C: -1.09 1.46 -1.45
O: -1.65 1.77 -2.46
O: -1.63 1.40 -0.24
C: -3.05 1.62 -0.14
C: -3.34 2.07 1.29
C: -4.84 2.27 1.47
C: -5.59 0.98 1.15
C: -5.29 0.53 -0.27
C: -3.79 0.33 -0.47
C: 3.53 0.30 -1.32
C: 4.46 1.37 -0.76
H: 6.92 2.14 -0.22
H: 7.10 1.21 1.27
H: 5.92 2.54 1.20
H: 5.43 -0.34 1.91
H: 4.09 0.84 1.80
H: 3.24 -1.47 1.48
H: 4.40 -1.73 0.16
H: 0.96 -4.51 1.24
H: -1.13 -5.79 0.85
H: -2.91 -4.88 -0.58
H: -2.66 -2.63 -1.61
H: 0.82 1.29 -2.38
H: -3.32 2.40 -0.86
H: -2.80 3.00 1.49
H: -2.97 1.31 1.97
H: -5.04 2.58 2.50
H: -5.19 3.06 0.81
H: -6.66 1.14 1.28
H: -5.28 0.20 1.86
H: -5.81 -0.41 -0.48
H: -5.65 1.28 -0.98
H: -3.57 0.04 -1.49
H: -3.42 -0.46 0.19
H: 2.83 0.74 -2.02
H: 4.14 -0.44 -1.87
H: 5.01 1.83 -1.58
H: 3.86 2.14 -0.25



# 7
Formula: C22H27N5O3
Source: the Open Molecules 2025 dataset
Level of theory: wB97M-V/def2-TZVPD

Results
Structure (SMILES): CCCC(=O)n1nc(NCc2ccc(OC)cc2)nc1NCc1ccc(OC)cc1
Gap between HOMO and LUMO: 0.31769 Eh
HOMO energy: -7.91 eV
Spin multiplicity: 1

Geometry (Å):
C: 3.11 6.13 -2.12
C: 1.79 5.39 -1.94
C: 1.86 4.40 -0.79
C: 0.57 3.66 -0.60
O: -0.43 3.80 -1.27
N: 0.59 2.78 0.45
N: 1.70 2.53 1.23
C: 1.29 1.58 2.05
N: 2.06 1.03 3.01
C: 1.62 -0.20 3.64
C: 1.20 -1.26 2.66
C: 2.08 -1.72 1.69
C: 1.69 -2.68 0.77
C: 0.40 -3.20 0.81
O: 0.11 -4.15 -0.13
C: -1.16 -4.76 -0.09
C: -0.49 -2.74 1.77
C: -0.08 -1.78 2.68
N: -0.01 1.19 1.87
C: -0.42 1.92 0.87
N: -1.64 1.90 0.31
C: -2.48 0.74 0.48
C: -2.22 -0.33 -0.55
C: -3.28 -0.99 -1.18
C: -3.04 -1.98 -2.11
C: -1.73 -2.33 -2.45
O: -1.60 -3.33 -3.36
C: -0.30 -3.77 -3.69
C: -0.67 -1.66 -1.84
C: -0.93 -0.68 -0.90
H: 3.91 5.43 -2.34
H: 3.37 6.68 -1.22
H: 3.04 6.84 -2.95
H: 1.53 4.86 -2.86
H: 0.99 6.11 -1.74
H: 2.65 3.65 -0.97
H: 2.11 4.89 0.15
H: 3.05 1.18 2.88
H: 0.77 0.05 4.28
H: 2.44 -0.55 4.28
H: 3.09 -1.33 1.64
H: 2.37 -3.04 0.02
H: -1.33 -5.27 0.87
H: -1.16 -5.49 -0.89
H: -1.96 -4.03 -0.26
H: -1.50 -3.11 1.82
H: -0.79 -1.42 3.42
H: -1.72 2.45 -0.54
H: -3.52 1.06 0.44
H: -2.26 0.34 1.48
H: -4.30 -0.73 -0.93
H: -3.85 -2.50 -2.59
H: 0.24 -4.11 -2.80
H: 0.27 -2.98 -4.19
H: -0.43 -4.61 -4.37
H: 0.35 -1.90 -2.08
H: -0.09 -0.20 -0.42



# 8
Formula: C22H27N7PdSe
Source: the Open Molecules 2025 dataset
Level of theory: wB97M-V/def2-TZVPD

Results
Gap between HOMO and LUMO: 0.27470 Eh
HOMO energy: -14.38 eV
Spin multiplicity: 1
Net charge: +2

Geometry (Å):
Pd: 0.08 -0.78 -2.58
N: -1.34 -2.47 -2.73
C: -2.69 -1.88 -3.02
C: -2.56 -0.67 -3.94
C: -1.98 -1.00 -5.32
C: -0.58 -0.42 -5.55
N: 0.45 -1.11 -4.72
H: -1.07 -3.05 -3.52
H: -1.41 -3.09 -1.93
H: -3.13 -1.56 -2.08
H: -3.34 -2.63 -3.47
H: -1.92 0.07 -3.44
H: -3.54 -0.22 -4.04
H: -2.63 -0.59 -6.09
H: -1.95 -2.08 -5.49
H: -0.57 0.64 -5.30
H: -0.33 -0.52 -6.60
H: 1.37 -0.72 -4.93
H: 0.48 -2.09 -4.98
C: 1.21 2.77 0.41
N: 1.99 1.54 0.25
C: 2.20 0.86 -0.88
Se: 1.43 1.21 -2.57
N: 3.03 -0.15 -0.61
C: 3.37 -0.15 0.74
C: 4.19 -0.97 1.50
C: 4.26 -0.69 2.85
C: 3.53 0.36 3.42
C: 2.73 1.20 2.66
C: 2.69 0.93 1.29
H: 0.65 2.96 -0.50
H: 1.88 3.61 0.59
H: 0.53 2.66 1.25
H: 3.40 -0.77 -1.32
H: 4.76 -1.78 1.06
H: 4.90 -1.28 3.48
H: 3.60 0.54 4.49
H: 2.18 2.02 3.10
N: -2.98 2.98 7.21
C: -2.64 2.43 6.26
C: -2.19 1.75 5.07
C: -2.75 2.05 3.84
C: -2.31 1.39 2.70
C: -1.30 0.44 2.80
C: -0.74 0.15 4.03
C: -1.18 0.79 5.16
N: -0.83 -0.23 1.62
C: -0.07 -1.37 1.58
C: 0.18 -1.63 0.27
N: -0.43 -0.65 -0.50
C: -1.03 0.17 0.34
H: -3.53 2.79 3.77
H: -2.78 1.61 1.75
H: 0.06 -0.58 4.11
H: -0.76 0.55 6.13
H: 0.22 -1.92 2.46
H: 0.75 -2.43 -0.16
H: -1.60 1.03 0.05



Energy above the lowest of the compared OMol25 structures with the same formula, charge and spin in eV, matching the order above: 0.039 0.000 2.939 0.992 19.045 1.347 1.606 0.000
Molecular weight in g mol⁻¹, matching the order above: 414.550 379.301 912.880 335.471 367.469 393.491 409.490 574.887